{"formula": "C17H18B2F9KN8O4S2", "method": "wB97M-V/def2-TZVPD", "symbols": ["K", "C", "C", "N", "O", "B", "F", "F", "O", "N", "C", "C", "C", "N", "O", "B", "F", "F", "O", "N", "C", "C", "C", "H", "H", "H", "H", "H", "H", "H", "H", "H", "H", "H", "H", "C", "C", "N", "N", "C", "S", "N", "N", "H", "H", "H", "H", "H", "H", "F", "C", "C", "F", "C", "F", "C", "S", "C", "F", "C", "F"], "positions_angstrom": [[0.39877, 0.21084, -0.60811], [-1.83239, -3.47074, -2.57134], [-1.27118, -2.68731, -1.43311], [-0.03561, -2.32678, -1.36801], [0.84103, -2.73293, -2.26939], [2.07245, -1.87434, -2.31140], [1.69403, -0.50415, -2.40012], [2.85802, -2.28018, -3.33961], [2.83527, -2.07748, -1.03820], [2.19212, -1.62409, 0.02802], [2.81393, -1.08484, 1.00962], [4.29647, -0.88248, 1.03847], [1.95424, -0.61900, 2.14100], [0.70673, -0.77321, 1.91507], [-0.14085, -0.33107, 2.86966], [-1.44431, -1.09961, 2.91210], [-2.24471, -0.35965, 3.78331], [-1.20658, -2.39612, 3.32901], [-2.23320, -1.12601, 1.62051], [-1.51586, -1.57942, 0.57908], [-2.14574, -2.24290, -0.31284], [-3.61340, -2.54375, -0.29523], [2.51459, -0.00379, 3.39046], [-1.07682, -3.63425, -3.33396], [-2.68341, -2.94488, -3.00756], [-2.18569, -4.43651, -2.20324], [4.72971, -1.09716, 0.06670], [4.74056, -1.55040, 1.78010], [4.53109, 0.14209, 1.32706], [-3.99506, -2.37750, 0.70790], [-3.81483, -3.57328, -0.59345], [-4.14858, -1.88221, -0.98293], [3.52957, -0.34058, 3.59435], [1.86914, -0.26221, 4.22625], [2.52419, 1.08682, 3.31173], [-4.09919, 1.96580, 3.03780], [-4.05318, 1.82364, 1.56323], [-5.07340, 1.71880, 0.77711], [-4.51108, 1.58256, -0.47138], [-3.17424, 1.60299, -0.48860], [-2.14746, 1.47695, -1.80798], [-2.88025, 1.77130, 0.83338], [-1.57724, 1.82417, 1.30701], [-5.14022, 2.01537, 3.34574], [-3.58735, 2.87680, 3.35457], [-3.61307, 1.11500, 3.52052], [-5.09463, 1.51540, -1.28525], [-1.47537, 1.23227, 2.12698], [-1.31942, 2.77933, 1.51739], [5.23243, 2.97107, -3.11994], [4.14553, 3.27315, -2.43995], [3.64256, 2.37523, -1.50698], [4.26253, 1.21765, -1.30956], [2.50780, 2.69290, -0.80275], [2.07126, 1.78004, 0.07050], [1.82440, 3.91356, -0.98182], [0.42340, 4.33495, -0.12488], [2.37198, 4.79236, -1.94438], [1.79540, 5.95407, -2.18337], [3.50798, 4.48371, -2.65779], [4.00144, 5.33008, -3.55364]], "nbo_charge": [0.8670, -0.6867, 0.2784, -0.0243, -0.4227, 1.2640, -0.5683, -0.5059, -0.4673, -0.0492, 0.2185, -0.6804, 0.1506, -0.0775, -0.5824, 1.2712, -0.5478, -0.5345, -0.5684, -0.0376, 0.1385, -0.6846, -0.6833, 0.2522, 0.2446, 0.2455, 0.2523, 0.2404, 0.2300, 0.2613, 0.2237, 0.2308, 0.2199, 0.2584, 0.2292, -0.6842, 0.3787, -0.2688, -0.3816, 0.2485, -0.3441, -0.2374, -0.6408, 0.2472, 0.2262, 0.2855, 0.4241, 0.4071, 0.3690, -0.2604, 0.3282, 0.3027, -0.2836, 0.3429, -0.3060, -0.3702, 0.1647, 0.3826, -0.2688, 0.2551, -0.2721], "spin_multiplicity": 1, "gap_ev": [5.2543, 5.0353], "lumo_ev": [-3.14, -3.36], "total_energy_ev": -101839.6187, "total_charge": 0}


{"formula": "C2H3O2", "method": "wB97M-V/def2-TZVPD", "symbols": ["C", "C", "O", "O", "H", "H", "H"], "positions_angstrom": [[0.03665, 1.32794, -0.10931], [-0.01878, -1.27158, 0.07203], [0.32572, -1.74822, -0.92480], [1.03362, 1.52390, -0.66121], [-0.35488, -0.11744, -0.03516], [-0.78581, 1.83214, 0.43776], [-0.23652, -1.54673, 1.22069]], "nbo_charge": [0.5610, 0.4289, -0.2920, -0.2430, 0.0076, 0.2819, 0.2555], "spin_multiplicity": 1, "gap_ev": 9.5673, "lumo_ev": -7.16, "total_energy_ev": -6205.9347, "e_above_lowest_ev": 1.968, "total_charge": 1}


{"formula": "C19H21AsN3ORuS5", "method": "wB97M-V/def2-TZVPD", "symbols": ["Ru", "C", "C", "C", "C", "C", "C", "N", "C", "C", "C", "C", "C", "N", "C", "C", "C", "C", "C", "C", "N", "H", "H", "H", "H", "H", "H", "H", "H", "H", "H", "H", "H", "H", "H", "H", "S", "As", "S", "S", "S", "C", "S", "C", "O", "H", "H", "H", "H", "H", "H"], "positions_angstrom": [[-0.36197, -0.57999, 0.08093], [-3.62412, 0.49459, 0.87029], [-2.62163, 0.69126, 1.95520], [-3.03968, 1.27976, 3.15111], [-2.14109, 1.53419, 4.15423], [-0.81064, 1.21350, 3.94239], [-0.44840, 0.61745, 2.75654], [-1.33799, 0.33757, 1.77117], [0.97080, 0.26994, 2.48898], [1.98669, 0.27119, 3.43002], [3.24288, -0.16185, 3.04722], [3.45193, -0.60527, 1.75182], [2.39285, -0.58512, 0.86182], [1.20941, -0.10945, 1.23553], [2.44313, -1.08369, -0.54434], [3.62306, -1.55997, -1.06093], [3.68151, -1.91595, -2.39833], [2.55096, -1.76664, -3.15483], [1.35617, -1.32620, -2.57599], [0.16405, -1.24211, -3.47150], [1.29415, -1.00555, -1.26752], [-4.63112, 0.63074, 1.26012], [-3.55003, -0.49853, 0.44006], [-3.45125, 1.22803, 0.07833], [-4.08477, 1.53002, 3.26742], [-2.46119, 1.98282, 5.08525], [-0.06401, 1.44045, 4.68907], [1.79763, 0.56246, 4.45257], [4.05035, -0.18718, 3.76661], [4.41732, -0.98732, 1.45798], [4.49074, -1.66017, -0.42791], [4.59530, -2.30017, -2.83305], [2.55559, -2.01045, -4.20797], [0.32182, -1.86538, -4.34933], [0.01609, -0.21357, -3.80835], [-0.73721, -1.57766, -2.97277], [-1.09545, -4.91779, -1.27517], [-1.72792, -3.45895, 0.07492], [-0.10400, -2.62242, 1.29546], [-2.07725, -1.58099, -1.09750], [-3.49377, -3.80335, 1.13299], [0.13376, 3.43630, -2.48189], [-0.30618, 1.80559, -1.89547], [-1.96984, 1.79603, -2.53391], [-0.43529, 1.88745, -0.38659], [-0.67099, 4.14185, -2.27418], [0.32428, 3.37057, -3.55360], [1.04368, 3.72908, -1.96069], [-1.93823, 1.95768, -3.61302], [-2.52200, 2.59439, -2.03662], [-2.40813, 0.82279, -2.31659]], "mulliken_spin": [0.4473, 0.0043, 0.0073, -0.0015, -0.0004, -0.0002, -0.0098, 0.0188, -0.0012, -0.0014, -0.0010, -0.0028, -0.0046, 0.0194, -0.0116, 0.0025, -0.0026, 0.0017, 0.0017, -0.0069, 0.0301, 0.0008, -0.0043, -0.0037, 0.0001, 0.0001, 0.0000, -0.0004, 0.0001, -0.0006, 0.0003, -0.0002, -0.0003, 0.0016, -0.0014, 0.0114, 0.0402, -0.0146, -0.0211, 0.4635, 0.0396, -0.0003, 0.0018, 0.0013, 0.0004, 0.0000, 0.0000, 0.0000, 0.0002, -0.0003, -0.0033], "spin_multiplicity": 2, "gap_ev": [5.4043, 5.1257], "lumo_ev": [-0.94, -1.21], "total_energy_ev": -144160.2016, "e_above_lowest_ev": 0.000, "s2": 0.759, "total_charge": 0}


{"formula": "C4H11NO", "method": "wB97M-V/def2-TZVPD", "symbols": ["C", "C", "C", "C", "N", "O", "H", "H", "H", "H", "H", "H", "H", "H", "H", "H", "H"], "positions_angstrom": [[-0.20543, -0.66648, -0.26448], [1.41162, 0.83491, -0.09380], [-0.67835, -1.55982, 0.85963], [-1.28938, -0.21782, -1.22506], [0.28932, 0.86349, 0.66073], [1.91184, 2.34385, 0.76324], [1.82219, 2.37792, 1.72350], [-0.33320, 1.60757, 0.35279], [0.58168, -1.17847, -0.82494], [2.14949, 0.08097, 0.16802], [1.43849, 1.24277, -1.10984], [0.13586, -1.77869, 1.54963], [-1.49420, -1.09558, 1.41160], [-2.09951, 0.28488, -0.69592], [-0.89198, 0.45450, -1.98685], [-1.70828, -1.08420, -1.74418], [-1.04016, -2.50981, 0.45595]], "nbo_charge": [-0.0478, 0.1248, -0.6249, -0.6423, -0.5711, -0.9199, 0.4582, 0.3657, 0.2029, 0.1893, 0.1782, 0.2220, 0.2160, 0.2119, 0.2137, 0.2180, 0.2053], "spin_multiplicity": 1, "gap_ev": 9.3994, "lumo_ev": 0.86, "total_energy_ev": -7860.2561, "e_above_lowest_ev": 4.297, "total_charge": 0}


{"formula": "C28H49CoN2OP3Se", "method": "wB97M-V/def2-TZVPD", "symbols": ["Co", "P", "P", "P", "H", "C", "C", "H", "C", "C", "C", "C", "C", "C", "C", "C", "C", "H", "H", "H", "H", "H", "H", "H", "H", "H", "H", "H", "H", "H", "H", "H", "H", "H", "H", "H", "H", "H", "H", "H", "H", "H", "H", "H", "H", "H", "C", "C", "C", "C", "C", "C", "Se", "H", "H", "H", "H", "H", "H", "C", "N", "N", "C", "O", "C", "C", "C", "C", "C", "C", "C", "C", "C", "H", "H", "H", "H", "H", "H", "H", "H", "H", "H", "H", "H"], "positions_angstrom": [[-0.88385, -1.46394, -2.13916], [-1.82503, -1.01701, 0.08747], [0.92842, -2.38952, -1.41811], [-2.65557, -1.38207, -3.35031], [0.57442, 3.37591, -0.50431], [-0.48285, 3.16739, -0.75110], [-1.46630, 2.94080, 0.15664], [-1.30344, 3.04020, 1.24635], [-1.17764, -0.63662, 1.76479], [-2.42042, -2.65750, 0.64555], [-3.39218, -0.07472, 0.27581], [2.50127, -2.43970, -2.36662], [1.52001, -2.17042, 0.29813], [0.18127, -4.06063, -1.53913], [-3.56642, 0.21433, -3.13315], [-3.78882, -2.51427, -2.44665], [-2.49308, -1.80856, -5.11780], [-0.79903, 3.14579, -1.78557], [-2.46552, 2.71917, -0.23853], [-0.59675, 0.29956, 1.81192], [-0.58240, -1.47295, 2.17075], [-2.06327, -0.54993, 2.41827], [-1.63479, -3.14835, 1.23674], [-2.73583, -3.31440, -0.16598], [-3.27425, -2.43164, 1.29887], [-3.22801, 0.99846, 0.14803], [-3.70567, -0.25438, 1.31196], [-4.19729, -0.42035, -0.37954], [3.21225, -3.14588, -1.91250], [2.90805, -1.41682, -2.34432], [2.31354, -2.71255, -3.41526], [2.60898, -2.36924, 0.30108], [0.99549, -2.89355, 0.93869], [1.34415, -1.14492, 0.66376], [1.00917, -4.77015, -1.67884], [-0.49713, -4.12857, -2.41142], [-0.38421, -4.30158, -0.62495], [-4.34788, 0.31385, -3.90929], [-2.88025, 1.07383, -3.16771], [-4.03350, 0.22348, -2.13706], [-4.60493, -2.81601, -3.11797], [-4.19085, -2.01622, -1.55658], [-3.28101, -3.42041, -2.10782], [-3.45409, -2.11195, -5.54904], [-1.78984, -2.64736, -5.21490], [-2.06621, -0.98191, -5.70513], [0.98419, 1.49847, -4.81363], [0.55509, 2.70094, -4.24089], [0.73017, 3.91067, -4.90603], [1.47814, 3.95048, -6.09310], [1.85023, 2.74635, -6.70879], [1.63594, 1.52364, -6.06461], [0.63770, -0.15827, -3.83955], [-1.63745, -0.33952, -1.45478], [0.09201, 2.66527, -3.25657], [0.28611, 4.80420, -4.47294], [1.76126, 4.91089, -6.52325], [2.31152, 2.76672, -7.70098], [1.97669, 0.58535, -6.49969], [3.40406, 0.63405, 5.88328], [3.15570, 0.70075, 4.45390], [1.93982, 1.09536, 3.98813], [2.07880, 1.55288, 2.66459], [1.12036, 1.90866, 1.96670], [3.49334, 1.49589, 2.41229], [4.10726, 0.96493, 3.50868], [5.55167, 0.68110, 3.71130], [0.72164, 0.88919, 4.68675], [-0.28248, 1.87843, 4.60622], [-1.48047, 1.70630, 5.29751], [-1.71010, 0.53082, 6.01390], [-0.71613, -0.45004, 6.08608], [0.49020, -0.28795, 5.40353], [4.48014, 0.50783, 6.01823], [2.88715, -0.21506, 6.33316], [3.08848, 1.55609, 6.39295], [3.94366, 1.83284, 1.49424], [6.07389, 1.45200, 4.29546], [5.76380, -0.28599, 4.18636], [6.01928, 0.65677, 2.71900], [-0.09544, 2.76770, 4.00106], [-2.22381, 2.49467, 5.25910], [-2.66533, 0.37283, 6.51828], [-0.87890, -1.35901, 6.67329], [1.24313, -1.07490, 5.41481]], "mulliken_spin": [1.8974, -0.0040, 0.0085, 0.0098, 0.0000, -0.0030, 0.0036, -0.0005, 0.0090, -0.0220, 0.0105, 0.0265, -0.0032, 0.0132, 0.0007, 0.0216, 0.0068, 0.0002, 0.0002, -0.0011, -0.0016, -0.0011, 0.0018, -0.0044, -0.0001, -0.0018, 0.0021, -0.0018, 0.0019, -0.0121, 0.0036, 0.0013, 0.0013, 0.0003, 0.0050, -0.0021, -0.0003, -0.0001, -0.0012, -0.0002, 0.0027, 0.0024, -0.0046, 0.0026, -0.0028, -0.0081, 0.0616, 0.0677, -0.0389, 0.1236, -0.0360, 0.0697, 0.8238, -0.0386, 0.0048, 0.0000, 0.0034, 0.0003, -0.0008, 0.0002, 0.2968, 0.1906, -0.0153, 0.3464, 0.1567, -0.0873, 0.0063, 0.0120, 0.0446, -0.0238, 0.0498, -0.0112, 0.0327, 0.0018, 0.0054, 0.0147, -0.0013, -0.0069, -0.0041, -0.0016, -0.0024, 0.0000, 0.0004, 0.0000, -0.0018], "spin_multiplicity": 5, "gap_ev": [7.3542, 5.0763], "lumo_ev": [-8.11, -10.88], "total_energy_ev": -165669.6079, "e_above_lowest_ev": 1.307, "s2": 6.094, "total_charge": 3}